{
  "formula": "C20H26Cl8N2O4",
  "method": "ωB97M-V/def2-TZVPD",
  "elements": ["C", "H", "H", "H", "H", "H", "C", "H", "H", "O", "C", "C", "C", "C", "H", "H", "O", "H", "H", "N", "Cl", "H", "C", "H", "Cl", "C", "C", "H", "H", "H", "C", "H", "Cl", "H", "N", "H", "H", "Cl", "C", "C", "Cl", "Cl", "H", "H", "C", "H", "H", "O", "Cl", "C", "H", "C", "C", "C", "C", "C", "Cl", "H", "O", "C"],
  "positions_angstrom": [[-14.775279, -6.291611, 12.692773], [-14.637970, -11.178370, 8.785664], [-12.970040, -9.924893, 4.739948], [-10.938070, -7.956341, 1.476938], [-12.331306, -6.029116, 9.156012], [-12.456453, -3.891069, 13.188834], [-15.520188, -11.780189, 14.352794], [-14.335136, -10.388234, 13.233817], [-14.708941, -12.488928, 14.501887], [-15.983522, -10.276355, 1.147195], [-11.466347, -6.522225, 7.287312], [-13.812163, -9.637833, 1.517003], [-15.290306, -10.902402, 13.167562], [-16.124290, -7.390688, 3.714630], [-10.673172, -7.154447, 7.682285], [-15.394361, -7.753498, 14.164134], [-14.660209, -10.099518, -0.546961], [-13.992603, -7.253696, 4.064868], [-11.081896, -5.509086, 7.198246], [-14.918221, -9.993309, 0.627598], [-11.879293, -7.086065, 5.654082], [-16.421014, -12.374604, 14.203077], [-13.924312, -6.403319, 14.933955], [-15.004058, -6.287312, 5.171449], [-15.277740, -11.877809, 11.679193], [-14.602861, -10.500638, 7.939671], [-13.092544, -4.745496, 13.370502], [-15.950444, -7.881231, 2.757664], [-16.089801, -10.168741, 13.101047], [-16.447423, -9.524096, 8.082641], [-15.389294, -9.261856, 8.141242], [-12.761782, -8.523970, -0.004881], [-12.862916, -10.127154, 7.629043], [-14.926236, -11.034734, 7.047757], [-12.328223, -4.708183, 15.706496], [-14.799154, -10.421339, 3.266988], [-15.396965, -6.734034, 11.920577], [-16.567407, -8.597579, 4.950381], [-13.919132, -5.253753, 12.387023], [-13.145581, -5.305194, 14.637438], [-15.134637, -8.587856, 9.761483], [-14.073174, -5.691628, 7.645950], [-12.945832, -7.581908, 8.464557], [-16.969018, -6.719438, 3.597801], [-14.884330, -6.643963, 4.151974], [-15.192302, -8.524743, 7.369760], [-13.916551, -4.797465, 11.406668], [-12.670334, -4.921560, 16.853552], [-14.650479, -5.213733, 3.102801], [-14.770034, -6.897615, 13.952953], [-13.929563, -6.814464, 15.934246], [-12.876313, -9.634705, 3.700363], [-11.748972, -8.552537, 1.883020], [-13.890004, -10.018511, 2.842652], [-12.776409, -8.879017, 1.012083], [-11.753978, -8.962340, 3.208621], [-15.669686, -10.776048, 15.805089], [-10.939485, -8.727359, 3.879218], [-11.338661, -4.088327, 15.372877], [-12.632808, -6.566141, 8.259830]],
  "forces_ev_per_angstrom": [[-0.192, -1.115, -0.023], [-0.017, 0.063, 0.113], [0.230, 0.174, 0.035], [0.052, -0.083, 0.238], [-0.024, -0.255, 0.181], [0.073, -0.062, 0.018], [-0.056, -0.873, -0.034], [0.005, 0.037, -0.040], [0.123, 0.139, 0.047], [-0.073, 0.323, -0.194], [-0.139, 0.271, 0.346], [-0.209, 0.331, -0.029], [0.147, 0.529, -0.159], [0.138, 0.312, -0.479], [0.002, -0.090, -0.085], [-0.080, 0.005, -0.013], [-0.175, 0.295, -0.540], [-0.070, -0.033, 0.046], [-0.052, 0.014, -0.112], [0.035, -0.954, 0.454], [0.149, 0.045, 0.293], [-0.122, 0.205, 0.238], [-0.556, 0.018, 0.289], [0.165, 0.015, -0.056], [-0.026, -0.119, -0.072], [0.815, -0.607, -0.469], [0.038, 0.259, 0.338], [-0.116, -0.242, 0.149], [0.001, 0.013, -0.207], [0.011, 0.085, 0.029], [-0.873, -0.070, -0.062], [-0.118, -0.147, -0.126], [-0.077, -0.132, 0.150], [-0.153, 0.097, 0.003], [0.247, -0.476, 0.062], [0.044, -0.387, -0.327], [-0.079, 0.265, 0.032], [0.034, -0.180, -0.082], [-0.011, 0.288, 0.066], [0.155, 0.149, -0.275], [0.125, 0.280, 0.178], [0.076, 0.023, 0.087], [0.038, 0.019, 0.153], [-0.046, 0.032, 0.123], [-0.263, 0.110, 0.109], [0.151, 0.219, 0.166], [-0.045, -0.089, -0.066], [0.031, 0.144, -0.116], [0.006, -0.077, -0.031], [0.401, 0.371, -0.357], [0.103, 0.016, -0.034], [0.473, -0.479, -0.120], [0.462, 0.212, -0.277], [-0.328, 0.773, 0.393], [0.119, -0.111, 0.412], [-0.507, -0.152, 0.034], [-0.063, 0.072, 0.167], [0.021, 0.037, -0.166], [-0.111, 0.196, 0.054], [0.111, 0.295, -0.458]],
  "nbo_charge": [-0.187, 0.235, 0.234, 0.224, 0.224, 0.245, -0.391, 0.224, 0.223, -0.385, -0.390, 0.088, -0.382, -0.380, 0.227, 0.223, -0.362, 0.228, 0.222, 0.516, -0.058, 0.223, -0.215, 0.231, -0.063, -0.369, -0.216, 0.225, 0.219, 0.232, -0.407, 0.248, -0.092, 0.229, 0.517, 0.253, 0.223, -0.078, -0.205, 0.094, -0.066, -0.078, 0.238, 0.227, -0.387, 0.245, 0.224, -0.372, -0.068, -0.209, 0.249, -0.208, -0.204, -0.236, -0.213, -0.195, -0.050, 0.235, -0.374, -0.384],
  "energy_ev": -132507.0279,
  "largest_force_ev_per_a": 1.1,
  "homo_lumo_gap_ev": 9.72,
  "e_above_lowest_ev": 0.000,
  "homo_energy_ev": -10.2,
  "spin_multiplicity": 1
}